Density functional theory data (wB97M-V/def2-TZVPD) for a structure of composition C33H39N2O2PPdSi.

```
79
Properties=species:S:1:pos:R:3:mulliken_charge:R:1
Pd -0.03614 -0.20706 -0.56934 -0.161
P 0.97308 1.18782 -1.97493 1.472
Si -3.59463 -0.99753 0.12871 -0.004
O -1.35885 0.24977 -3.51307 -0.552
O -0.47176 0.33328 -5.58852 -0.827
N -2.36316 0.10621 0.48354 0.234
N -0.92240 1.51712 1.56412 0.422
C -0.59176 2.29591 2.58438 0.613
C -3.94372 -2.22508 1.53622 -1.227
C 5.55419 1.83650 -1.48420 -0.413
C 0.99990 -3.81468 1.17002 -1.008
C 0.39430 5.21120 -1.14629 -0.723
C 4.87770 2.52471 -2.48827 -0.790
C -1.56934 4.38681 -2.24402 -0.764
C -1.41012 2.50511 3.69034 -0.820
C 1.35956 -6.21376 1.28500 -0.772
C 2.79081 1.51128 -1.79819 -0.576
C -0.88785 5.42977 -1.62770 -0.402
C 3.47905 0.83494 -0.79991 0.319
C 3.00220 -2.24950 1.19423 -2.600
C 0.85141 -1.54717 2.22141 -1.718
C 0.75395 2.97091 2.47690 -1.182
C -3.00983 1.03328 2.66202 -0.694
C -0.37672 -4.06861 1.13078 0.306
C 0.32077 2.91588 -1.91866 0.419
C 0.89956 -1.92337 -0.27189 -1.143
C 3.51011 2.36017 -2.64204 0.202
C -3.11637 -1.95979 -1.38783 -0.743
C 4.85330 0.98964 -0.64125 -0.306
C -2.12856 0.86285 1.54482 0.018
C 1.85530 -4.91286 1.24191 -0.278
C -0.87243 -5.36012 1.17449 -0.815
C -0.43634 0.41248 -4.34428 0.171
C -2.64209 1.84359 3.70528 -0.511
C -0.98024 3.13971 -2.38080 -0.339
C 0.99062 3.96439 -1.29208 -0.261
C 0.95368 0.76669 -3.75667 -0.707
C 1.47609 -2.36515 1.08547 4.150
C -0.00583 -6.44611 1.25418 -0.447
C -5.26073 -0.17644 -0.23580 -1.169
H 1.09749 -0.49198 2.07948 0.098
H 5.42042 3.18930 -3.15087 0.367
H 3.27923 -1.19783 1.28207 0.429
H -1.05768 -3.23207 1.03368 -0.069
H -2.57947 4.53887 -2.60616 0.393
H -3.31505 1.96998 4.54922 0.364
H -1.94386 -5.51861 1.13529 0.413
H -0.23819 -1.61049 2.21614 0.274
H 1.33548 2.84151 3.39366 0.367
H -0.39236 -7.45825 1.28479 0.360
H 2.92678 -4.76475 1.25647 0.365
H -1.52471 2.31289 -2.82542 0.276
H -2.24747 -2.59518 -1.18772 0.123
H 1.22305 -1.87687 3.20028 0.476
H -3.96374 0.51982 2.66734 0.207
H -5.16172 0.47368 -1.10926 0.254
H 6.62445 1.96344 -1.36533 0.356
H -4.57738 -1.78308 2.31053 0.379
H 2.99048 2.90460 -3.42224 0.287
H -3.93557 -2.58335 -1.76064 0.341
H 3.50720 -2.66215 0.31786 0.427
H 5.36898 0.44666 0.14266 0.427
H 2.90099 0.18042 -0.15613 -0.578
H 0.63761 4.04346 2.30068 0.372
H -4.45669 -3.11120 1.14739 0.396
H 1.30092 2.54343 1.63709 -0.052
H 1.98649 3.80799 -0.89450 0.339
H -6.03464 -0.92041 -0.45038 0.323
H 0.93292 6.00831 -0.64566 0.365
H -5.59730 0.44275 0.60152 0.297
H 1.38850 1.57177 -4.35334 0.293
H -1.35901 6.39902 -1.50965 0.342
H -2.80845 -1.26250 -2.17453 0.102
H -3.01757 -2.55820 2.01593 0.361
H 1.44021 -2.48735 -1.05086 0.328
H 1.59949 -0.10854 -3.87168 0.518
H 3.37811 -2.75670 2.09010 0.572
H -1.09607 3.14629 4.50537 0.390
H 2.05143 -7.04746 1.33875 0.345
```

Results
ΔE to the lowest compared entry with this formula, charge and spin: 53.2 kcal per mole
gap between HOMO and LUMO (alpha / beta): 5.37 / 5.24 eV
E_HOMO (alpha / beta): -0.033 / -0.028 Eh
total charge: -2
electronic energy: -2299.659258 Ha
molecular weight: 661.2 g mol⁻¹